[1]
DFT (ωB97M-V/def2-TZVPD) results for a 9-piece molecular cluster, C74H158N8O10 overall in a non-equilibrium geometry.

Maximum force   5.09 eV/Å
E_HOMO   -7.60 eV
Lowest unoccupied orbital energy   0.4 eV
E   -4104.18876 Eh
SMILES string   CC1(C)CCCC(C)(C)N1O.CC1(C)CCCC(C)(C)N1O.CC1(C)CCCC(C)(C)N1O.CC1(C)CCCC(C)(C)N1O.CC1(C)CCCC(C)(C)N1O.CC1(C)CCCC(C)(C)N1O.CC1(C)CCCC(C)(C)N1O.CC1(C)CCCC(C)(C)N1O.OCCO
Energy above the lowest of the compared OMol25 structures with the same formula, charge and spin   132.0 kcal/mol

Each line ends with the Mulliken charge.
Positions of all 250 atoms, in Å:
C 1.6103 6.6126 -4.2820  -1.923
C 1.5799 5.2877 -3.4210  1.578
C 0.7373 5.5301 -2.1395  -1.859
C 0.9163 4.1819 -4.3371  -0.874
C 1.6510 3.9520 -5.6834  -0.951
C 3.0883 3.5361 -5.2863  -1.193
C 3.9152 4.3576 -4.2222  2.381
C 4.9165 3.3989 -3.5852  -2.024
C 4.5430 5.5461 -4.9770  -1.846
N 2.9576 4.7875 -3.0949  0.948
O 3.5556 5.5378 -2.1507  -0.543
H 1.9099 6.5450 -5.3279  0.288
H 0.6724 7.1531 -4.4097  0.346
H 2.2267 7.2243 -3.6233  0.463
H 0.6666 4.7609 -1.3705  0.106
H 1.0587 6.4908 -1.7371  0.449
H -0.3158 5.6475 -2.3952  0.448
H 0.9277 3.2102 -3.8433  -0.129
H -0.0991 4.5436 -4.4992  0.611
H 1.1848 3.0920 -6.1641  0.487
H 1.6342 4.7229 -6.4539  0.382
H 3.5292 3.3817 -6.2711  0.477
H 2.8661 2.5521 -4.8735  0.032
H 5.7006 3.8763 -2.9976  0.473
H 5.4448 2.8159 -4.3396  0.414
H 4.4413 2.6254 -2.9819  0.039
H 3.9462 5.8192 -5.8472  0.365
H 5.3948 5.2427 -5.5856  0.445
H 4.7923 6.4604 -4.4384  0.294
H 3.6128 4.8864 -1.4479  0.329
C 4.4516 -0.1441 -2.8304  -0.567
C 5.2147 -0.4080 -1.4858  2.085
C 5.9953 0.8999 -1.1296  -2.096
C 4.2843 -0.6882 -0.3332  -0.556
C 3.7459 -2.1777 -0.1632  -0.129
C 5.0004 -3.0708 -0.2454  -2.047
C 5.9066 -2.8594 -1.5288  1.988
C 7.2184 -3.6402 -1.3462  -2.016
C 5.0383 -3.5029 -2.6894  -1.803
N 6.2244 -1.4440 -1.6847  0.214
O 6.9991 -1.2385 -2.8360  -0.510
H 5.0348 0.3322 -3.6185  0.312
H 4.1289 -1.0344 -3.3701  0.070
H 3.5769 0.4593 -2.5874  -0.214
H 6.8181 1.0261 -1.8333  0.513
H 5.2392 1.6816 -1.0568  0.383
H 6.4586 0.8309 -0.1453  0.345
H 4.5891 -0.3931 0.6709  0.559
H 3.3315 -0.1766 -0.4689  -0.537
H 3.2194 -2.4081 0.7630  0.404
H 3.0072 -2.4747 -0.9077  0.261
H 4.8370 -4.1311 -0.0525  0.537
H 5.5364 -2.8188 0.6697  0.411
H 7.1024 -4.6948 -1.0962  0.428
H 7.9788 -3.2466 -0.6716  0.390
H 7.7664 -3.8567 -2.2632  0.461
H 5.2374 -4.5746 -2.6846  0.457
H 5.2607 -3.0930 -3.6745  0.428
H 3.9529 -3.4030 -2.6802  0.126
H 7.8745 -1.0910 -2.4706  0.391
C -5.2550 -1.7142 -0.7316  -1.765
C -6.5500 -0.9083 -0.2097  1.625
C -7.4311 -0.7817 -1.5703  -1.979
C -7.2908 -1.7857 0.8397  -0.933
C -8.4716 -1.0486 1.5573  -0.725
C -7.9057 0.1648 2.2319  -1.177
C -7.0973 1.1316 1.2103  1.331
C -8.1368 2.0231 0.4720  -1.798
C -6.2995 2.0897 2.1038  -2.127
N -6.1848 0.3870 0.3446  0.828
O -5.5275 1.1721 -0.4887  -0.339
H -5.3343 -2.3826 -1.5889  0.449
H -4.5530 -1.0550 -1.2423  0.280
H -4.5918 -2.2081 -0.0214  -0.038
H -7.6010 -1.7579 -2.0244  0.471
H -8.4261 -0.3836 -1.3713  0.390
H -6.9273 -0.2210 -2.3577  0.409
H -7.7039 -2.6589 0.3346  0.433
H -6.5501 -2.0718 1.5864  0.026
H -9.2303 -0.7435 0.8366  0.324
H -8.9469 -1.7537 2.2393  0.437
H -7.2022 -0.0876 3.0253  0.407
H -8.6539 0.8234 2.6729  0.492
H -7.7340 2.8324 -0.1370  0.461
H -8.6598 2.6345 1.2074  0.485
H -8.7704 1.4556 -0.2095  0.321
H -5.6004 1.5314 2.7264  0.344
H -6.9734 2.6521 2.7500  0.483
H -5.7041 2.7731 1.4983  0.413
H -6.2704 1.5794 -0.9401  0.351
C -1.4243 3.9348 5.4812  -0.704
C -1.1632 5.4283 5.7107  1.217
C -0.1817 5.6520 6.8745  -1.904
C -0.2908 5.9931 4.4807  -1.158
C -1.1125 6.3043 3.2657  0.730
C -2.3337 7.0547 3.5592  -1.530
C -3.1805 6.4927 4.7021  1.624
C -4.1098 7.7080 5.1106  -2.121
C -4.0541 5.2571 4.1105  -1.473
N -2.4251 6.1178 5.8704  0.628
O -3.0502 5.7753 7.0360  -0.477
H -1.8842 3.5366 6.3857  0.630
H -2.0172 3.6465 4.6131  0.045
H -0.4610 3.4363 5.3734  -0.402
H -0.7462 5.4480 7.7843  0.490
H 0.6980 5.0198 6.7534  0.221
H 0.1135 6.6957 6.9828  0.454
H 0.1890 6.9234 4.7847  0.461
H 0.5244 5.3798 4.0967  0.228
H -0.5262 6.9171 2.5810  0.553
H -1.3876 5.3378 2.8432  -0.928
H -2.9536 6.8944 2.6770  0.419
H -2.2557 8.1340 3.6902  0.452
H -4.6804 8.1924 4.3183  0.371
H -3.4830 8.3863 5.6896  0.494
H -4.9228 7.3769 5.7567  0.483
H -3.4832 4.6751 3.3869  0.059
H -4.8557 5.6698 3.4980  0.428
H -4.4245 4.5413 4.8444  0.348
H -3.1497 6.6561 7.4048  0.377
C -2.0811 -2.3241 -5.7115  -1.751
C -0.7455 -3.1172 -6.0659  1.852
C -0.3051 -4.0109 -4.8703  -1.400
C -1.1236 -4.1041 -7.1703  -1.352
C 0.0977 -4.8417 -7.8412  -0.701
C 1.0945 -3.7544 -8.3035  -1.392
C 1.5037 -2.5696 -7.2454  2.112
C 2.6666 -3.1110 -6.3424  -1.683
C 1.9610 -1.4215 -8.1533  -2.009
N 0.2746 -2.1059 -6.5385  -0.191
O 0.5268 -1.1681 -5.5512  0.064
H -2.0222 -1.6121 -4.8883  0.012
H -2.4339 -1.8285 -6.6160  0.532
H -2.9320 -2.9491 -5.4407  0.423
H 0.6815 -4.4674 -4.9497  0.432
H -0.2691 -3.3506 -4.0038  -0.155
H -1.0361 -4.7919 -4.6612  0.515
H -1.7234 -4.9722 -6.8968  0.442
H -1.7892 -3.6781 -7.9211  0.401
H 0.5927 -5.4747 -7.1048  0.276
H -0.2613 -5.5217 -8.6137  0.491
H 0.7195 -3.4376 -9.2767  0.443
H 1.9595 -4.3675 -8.5566  0.419
H 2.5983 -4.1983 -6.3081  0.354
H 2.4835 -2.8660 -5.2962  0.182
H 3.6941 -2.8427 -6.5879  0.377
H 2.8795 -1.6305 -8.7017  0.444
H 2.2486 -0.5375 -7.5842  0.355
H 1.1883 -1.0912 -8.8476  0.450
H -0.0672 -0.4755 -5.8497  0.254
C 0.9521 -1.7505 4.9025  -3.146
C 1.5367 -0.4082 5.4273  2.414
C 0.3739 0.6349 5.4888  -1.562
C 1.9962 -0.6756 6.8874  -1.127
C 2.9608 0.5228 7.4402  -0.867
C 4.0897 0.8711 6.3877  -1.355
C 3.5082 1.1622 4.9879  1.767
C 2.9604 2.6272 4.9106  -1.348
C 4.8134 1.0203 4.1206  -2.180
N 2.6326 0.0556 4.5918  0.246
O 2.3385 0.1198 3.2829  0.480
H 0.2160 -2.2188 5.5559  0.877
H 0.3810 -1.4080 4.0396  0.424
H 1.6976 -2.5436 4.8464  0.397
H 0.2431 1.0659 4.4962  -0.147
H -0.5790 0.1592 5.7204  0.580
H 0.5659 1.5315 6.0782  0.302
H 1.1465 -0.7898 7.5605  0.413
H 2.5807 -1.5934 6.9525  0.500
H 2.3806 1.4371 7.5654  0.261
H 3.2743 0.3863 8.4751  0.474
H 5.0030 0.2777 6.3454  0.496
H 4.4248 1.8506 6.7290  0.434
H 2.4028 2.6935 3.9764  0.053
H 3.6386 3.4785 4.8528  0.439
H 2.1952 2.8211 5.6622  0.033
H 4.5714 1.2970 3.0945  0.320
H 5.1304 -0.0217 4.0775  0.514
H 5.6081 1.7081 4.4097  0.451
H 2.0864 -0.7878 3.0977  0.072
C 0.2697 -8.0419 -0.5722  -1.936
C 0.1247 -6.5365 -0.6460  1.725
C 0.4243 -6.1023 -2.0745  -2.131
C -1.3022 -6.0700 -0.4493  -0.983
C -1.8090 -6.1306 0.9360  -1.357
C -0.8612 -5.2797 1.8237  -0.638
C 0.6926 -5.7742 1.8070  1.669
C 1.5045 -4.6131 2.4204  -1.574
C 0.9154 -7.1094 2.5967  -1.939
N 1.0551 -5.8347 0.3568  1.187
O 2.3775 -6.1461 0.0459  -0.613
H 0.0001 -8.5590 0.3487  0.271
H -0.3860 -8.5068 -1.3084  0.486
H 1.2465 -8.4167 -0.8781  0.397
H 1.4421 -6.3884 -2.3397  0.522
H -0.1559 -6.6515 -2.8160  0.433
H 0.3977 -5.0183 -2.1859  0.131
H -1.5136 -5.1148 -0.9299  0.166
H -1.8447 -6.8200 -1.0249  0.622
H -2.8273 -5.7458 0.9916  0.464
H -1.8425 -7.1210 1.3898  0.437
H -1.1861 -5.5250 2.8349  0.708
H -0.9354 -4.2313 1.5349  -0.368
H 0.9152 -4.2013 3.2397  0.154
H 1.7197 -3.8806 1.6424  -0.022
H 2.4214 -5.0934 2.7622  0.693
H 1.8828 -7.5508 2.3570  0.401
H 0.1267 -7.8433 2.4310  0.327
H 0.9973 -6.9890 3.6769  0.468
H 2.7478 -5.3388 -0.3185  0.239
C -1.4664 1.8527 2.0708  -0.713
C -1.2588 1.6071 0.5394  1.255
C -2.1543 2.5708 -0.2331  -0.763
C 0.2524 1.9070 0.2382  -1.178
C 0.7960 1.3311 -1.0350  0.544
C 0.5657 -0.1923 -1.1832  -0.640
C -0.9050 -0.5353 -0.9713  2.816
C -1.7308 -0.1346 -2.2557  -0.683
C -0.9934 -2.1134 -0.7623  -1.948
N -1.4751 0.1843 0.2237  0.676
O -2.7287 -0.2811 0.6009  0.801
H -0.6793 1.2596 2.5363  -0.374
H -1.2505 2.8844 2.3483  -0.043
H -2.4144 1.4929 2.4708  0.281
H -1.7524 3.1093 -1.0914  0.114
H -3.0385 1.9865 -0.4876  -0.354
H -2.4755 3.3876 0.4133  0.363
H 0.4359 2.9806 0.1962  0.302
H 0.8160 1.6128 1.1236  -0.232
H 0.2952 1.8974 -1.8202  -0.788
H 1.8817 1.4136 -1.0848  0.626
H 1.2909 -0.8192 -0.6645  -0.739
H 0.8318 -0.3436 -2.2293  0.043
H -1.3486 0.8305 -2.5883  0.286
H -2.8144 -0.0653 -2.1601  0.077
H -1.5615 -0.8797 -3.0330  -0.723
H -0.5905 -2.4049 0.2077  -0.208
H -0.4791 -2.6630 -1.5506  0.164
H -2.0600 -2.3242 -0.8401  0.322
H -3.3097 0.1776 -0.0103  -0.662
O -1.8330 -3.2905 4.7769  -0.590
C -3.0952 -3.4137 4.0625  -0.736
C -3.2804 -2.2466 3.0755  0.209
O -2.0846 -2.0803 2.3399  1.356
H -1.3476 -2.8396 4.0821  -0.025
H -2.9960 -4.3951 3.5987  0.152
H -4.0167 -3.4521 4.6434  0.479
H -3.3534 -1.3499 3.6909  0.339
H -4.0935 -2.3586 2.3582  -0.237
H -2.1648 -1.2812 1.8140  -0.122

[2]
DFT (ωB97M-V/def2-TZVPD) results for a 3-piece molecular cluster, C22H35Cl2N4O overall in a non-equilibrium geometry.

Net charge   +1
Maximum force   10.00 eV/Å
E_HOMO   -11.89 eV
Lowest unoccupied orbital energy   -4.8 eV
E   -2073.17467 Eh
Energy above the lowest of the compared OMol25 structures with the same formula, charge and spin   248.8 kcal/mol

Each line ends with the Mulliken charge.
Positions of all 64 atoms, in Å:
C -2.3413 -2.4561 0.5556  -0.625
O -3.5824 -1.6998 0.8405  -0.356
C -4.5614 -1.8218 -0.2512  -0.554
C -4.7032 -0.4932 -1.2013  -0.374
C -5.3534 0.8221 -0.4584  -0.662
C -4.1974 1.9738 -0.0983  -0.298
C -3.7902 1.9207 1.4908  -0.480
C -2.3170 2.5447 1.8494  -0.854
N -1.2906 1.9837 0.8357  0.886
C -0.7813 3.0101 -0.1439  -0.094
C 0.3023 2.4824 -1.3043  -0.436
C 0.6967 0.8573 -1.2397  0.591
C 1.7341 0.1146 -2.2707  -0.105
Cl 1.5613 0.3785 -4.1341  -0.148
C 2.8402 -0.7956 -1.7736  0.356
C 3.8009 -1.4573 -2.9667  -1.146
Cl 3.1759 -1.1525 0.0202  -0.141
C -0.0603 0.0460 0.0133  -0.503
N -1.0071 0.6615 0.9855  -0.576
H -1.8641 -2.0588 -0.4499  0.248
H -2.4990 -3.6092 0.4161  0.344
H -1.6186 -2.3044 1.4920  0.238
H -5.6439 -2.1572 0.1062  0.317
H -4.1845 -2.7058 -0.9578  0.321
H -5.4182 -0.8063 -2.1041  0.319
H -3.6542 -0.2647 -1.7136  0.138
H -6.0590 1.3393 -1.2700  0.353
H -6.0368 0.5715 0.4628  0.330
H -4.6850 3.0119 -0.3347  0.310
H -3.3165 1.7717 -0.8437  0.052
H -3.8523 0.8389 1.9705  0.265
H -4.5964 2.5849 2.0685  0.367
H -2.2709 3.7123 1.9137  0.331
H -1.9607 2.1388 2.9129  0.308
H -1.1227 4.1484 -0.1626  0.371
H 0.7543 3.1906 -2.1190  0.410
H 4.5624 -2.2475 -2.5601  0.293
H 4.3332 -0.5551 -3.4967  0.359
H 3.0468 -2.0423 -3.6722  0.349
H 0.1765 -1.1061 0.0978  0.374
C 2.4555 -6.8416 -1.0226  -1.162
C 3.5125 -5.7944 -0.6869  -0.434
C 2.9782 -4.6759 0.2099  -0.232
C 1.8406 -3.9533 -0.4930  0.306
N 0.8968 -3.3538 -1.0761  -0.546
H 1.6231 -6.4094 -1.5870  0.339
H 2.8889 -7.6346 -1.6404  0.348
H 2.0538 -7.2998 -0.1116  0.299
H 3.8997 -5.3692 -1.6211  0.225
H 4.3527 -6.2859 -0.1843  0.360
H 3.7760 -3.9596 0.4326  0.237
H 2.6141 -5.0844 1.1589  0.334
C 2.4555 3.4045 1.5389  -0.690
C 3.5125 4.4518 1.8746  -0.574
C 2.9782 5.5702 2.7714  -0.431
C 1.8406 6.2929 2.0686  0.288
N 0.8968 6.8923 1.4855  -0.502
H 1.6231 3.8367 0.9745  0.088
H 2.8889 2.6116 0.9212  0.274
H 2.0538 2.9464 2.4500  0.339
H 3.8997 4.8769 0.9405  0.306
H 4.3527 3.9602 2.3772  0.346
H 3.7760 6.2866 2.9942  0.314
H 2.6141 5.1617 3.7204  0.292

Which of these has the highest maximum force?
C22H35Cl2N4O

The lowest lowest unoccupied orbital energy belongs to which entry?
C22H35Cl2N4O